Formula: C20H32BBrFIN2O6PS
Source: OMol25
Level of theory: ωB97M-V/def2-TZVPD

Structure (XYZ):
```
66
Properties=species:S:1:pos:R:3:mulliken_charge:R:1
C 1.012 2.982 -1.678 -1.068
C 2.240 2.338 -2.313 -0.550
I 3.980 2.987 -1.255 0.125
C 2.279 0.780 -2.447 -1.632
C 1.109 0.048 -1.890 -0.750
N -0.022 0.012 -2.495 0.324
C -0.277 0.601 -3.815 -1.127
C -1.099 -0.663 -1.692 0.463
C -2.050 0.489 -1.273 -0.547
C -2.636 0.483 0.131 0.239
O -3.293 -0.460 0.512 -0.603
C -2.438 1.735 0.927 0.195
C -2.738 2.951 0.316 -0.182
C -2.586 4.140 1.010 -0.921
C -2.111 4.117 2.312 -0.492
C -1.807 2.911 2.921 -0.806
C -1.981 1.716 2.244 -0.319
S -1.956 -1.798 -2.871 1.868
C -3.082 -2.736 -1.904 -0.869
O -0.920 -2.612 -3.448 -0.715
O -2.727 -0.949 -3.748 -0.710
C -0.226 -1.491 -0.723 -2.542
B -0.856 -2.262 0.547 0.794
N -1.052 -1.625 1.858 -0.490
O -1.227 -3.545 0.286 -0.707
C 1.124 -0.718 -0.583 2.669
C 1.242 0.302 0.595 -0.066
C 1.975 -0.117 1.866 -1.023
F 1.665 -1.414 2.249 -0.102
P 2.541 -1.953 -1.016 0.102
O 3.834 -1.284 -0.277 -0.478
Br 2.172 -3.714 0.269 -0.195
H 0.100 2.776 -2.241 0.143
H 0.863 2.714 -0.636 0.265
H 1.142 4.062 -1.698 0.597
H 2.334 2.752 -3.312 0.653
H 2.375 0.520 -3.503 0.447
H 3.187 0.409 -1.987 0.487
H 0.295 1.514 -3.940 0.596
H -0.014 -0.125 -4.582 0.241
H -1.332 0.827 -3.907 0.478
H -2.895 0.470 -1.965 0.737
H -1.557 1.445 -1.437 0.145
H -3.109 2.976 -0.701 0.538
H -2.837 5.078 0.536 0.440
H -1.995 5.048 2.848 0.427
H -1.444 2.913 3.939 0.451
H -1.749 0.776 2.710 0.480
H -2.623 -3.674 -1.613 0.364
H -3.934 -2.878 -2.567 0.486
H -3.386 -2.144 -1.043 0.216
H 0.063 -2.338 -1.364 1.142
H -2.035 -1.680 2.117 0.283
H -0.554 -2.144 2.576 0.170
H -1.292 -4.069 1.093 0.292
H 1.786 1.180 0.242 -0.112
H 0.226 0.573 0.875 -0.193
H 3.058 -0.051 1.802 0.450
H 1.666 0.549 2.673 0.560
H 3.749 -0.336 -0.121 0.404
C 3.363 -3.350 5.319 -0.539
O 3.549 -2.043 4.788 -0.527
H 4.072 -3.469 6.134 0.242
H 2.352 -3.484 5.714 0.244
H 3.561 -4.121 4.569 0.225
H 2.926 -1.927 4.066 0.278
```

The total energy is -138180.9816 eV. The value obtained for the strongest force on any atom is 0.72 eV Å⁻¹. The total charge is +1. Its HOMO-LUMO gap is 8.2031 eV. The LUMO energy is -3.921 eV. For the HOMO energy, the calculation gives -12.1 eV.